Density functional theory data (the ωB97M-V functional and the def2-TZVPD basis) for the molecule C5H11NO.

Structure (XYZ):
```
18
Properties=species:S:1:pos:R:3:lowdin_charge:R:1
O 0.7788 -1.6153 0.8663 0.0341
N -0.9116 -0.3374 0.1214 0.0485
C 0.7955 1.9275 -0.6795 -0.1159
C -0.1609 -1.4723 0.0956 -0.5474
C 0.7578 1.4349 0.7611 -0.2492
C -0.4918 -2.5749 -0.8900 -0.0031
C -0.5428 0.6901 1.0950 -0.1980
H -0.6777 -3.4795 -0.3039 0.0852
H -1.6872 -0.2054 -0.5117 0.1378
H -1.3349 -2.4005 -1.5663 0.0722
H -0.4226 0.1914 2.0623 0.1174
H 0.8486 2.2810 1.4551 0.1067
H 0.4121 -2.7587 -1.4785 0.0853
H -1.3753 1.3972 1.1776 0.1182
H 1.6878 2.5292 -0.8794 0.0701
H 0.8015 1.0788 -1.3717 0.0662
H -0.0858 2.5401 -0.9071 0.0720
H 1.6085 0.7739 0.9536 0.1001
```

Results
- Energy relative to the best compared isomer or geometry (same formula, charge and spin): 10.0 kJ/mol
- Kohn-Sham gap: 10.470 eV
- HOMO: -9.586 eV
- Calculated total energy: -8901.594 eV
- SMILES: CCCNC(C)=O


Density functional theory data (the ωB97M-V functional and the def2-TZVPD basis) for a cluster of 10 separate species, C56H132OS in total at a distorted geometry.

Structure (XYZ):
```
190
Properties=species:S:1:pos:R:3:lowdin_charge:R:1
S 2.9978 0.6437 -6.0981 1.1200
O 2.3821 -0.5405 -5.3157 -0.2587
C -5.0001 2.8886 0.8427 -0.2691
C 1.7744 -7.7092 0.2357 -0.2558
C -0.0236 -1.8321 5.6896 -0.2008
C -8.6045 -5.1090 0.8782 -0.1995
C 0.6696 3.9319 3.2553 -0.0872
C 6.4470 4.5701 -4.2327 -0.2801
C -3.6640 2.1763 0.9519 -0.2168
C -0.1762 -1.1905 -0.3675 -0.2674
C -0.7569 -3.5905 3.9688 -0.2766
C -7.1346 -3.0274 1.2504 -0.2888
C -1.4410 -1.6793 0.3503 -0.0870
C -2.7695 5.1702 -3.6971 -0.2775
C -2.9898 6.2381 -2.6775 -0.2425
C 3.8870 -1.6031 2.1712 -0.0853
C -8.9432 -6.3977 -0.0006 -0.2626
C 5.6080 4.0317 0.8539 -0.0799
C 0.7981 2.3833 3.5325 -0.2254
C 2.1571 3.0885 -1.7620 -0.1089
C -0.3479 -0.6137 6.5536 -0.2629
C 5.5224 4.7346 -2.9960 -0.1757
C -10.2960 -6.8919 0.3835 -0.1530
C -2.6996 2.7402 2.0354 -0.2191
C -1.2001 -2.3645 4.7812 -0.1880
C 6.6919 -0.0319 -0.0187 -0.0829
C 4.9993 -1.3739 -1.4279 -0.2032
C -6.0447 2.2763 -0.1110 -0.0886
C 1.0834 -4.8062 0.8583 -0.1084
C 0.5729 -5.4845 -0.3836 -0.2680
C 7.0837 3.2290 -4.4123 -0.1290
C 4.0344 -1.2512 -2.6482 -0.2102
C 2.2228 0.2933 2.7440 -0.1888
C -2.8770 0.9120 3.8383 -0.0903
C -7.4764 -4.1955 0.3077 -0.2108
C 2.0577 1.8427 2.8083 -0.2136
C -6.2635 -1.9327 0.7214 -0.1371
C 3.2914 2.1450 -5.0807 -0.1826
C 6.1870 4.3688 -1.5987 -0.1926
C 3.6468 -9.2613 0.7443 -0.0958
C 0.9470 0.8391 -1.3792 -0.1959
C 3.4461 -3.7314 -3.1660 -0.1019
C 1.6424 1.4504 -7.1403 -0.1493
C -1.8232 -4.1860 3.1073 -0.1173
C -3.0550 2.4111 3.4885 -0.2429
C 0.8585 2.2809 -1.8722 -0.2535
C -0.3263 0.2348 -0.7889 -0.2182
C -1.7429 4.2333 -3.0697 -0.1328
C 2.9314 -2.3623 -2.7405 -0.2608
C 5.0939 4.1919 -0.5643 -0.3055
C -4.0014 8.6208 -2.3327 -0.2671
C 2.6277 -8.7532 -0.3259 -0.2795
C -1.1609 -0.9811 7.8256 -0.0991
C -4.7252 8.3967 -0.9674 -0.0992
C 3.5070 -0.0838 1.9505 -0.2529
C 5.8339 -0.1695 -1.3131 -0.2746
C -3.8978 7.3861 -3.2325 -0.2095
C 1.3524 -6.7128 -0.8725 -0.2148
H -11.0772 -6.1904 0.0905 0.0729
H 2.0259 -9.5964 -0.6648 0.1115
H -0.7896 4.7575 -3.0017 0.0767
H 0.5732 -0.1183 6.8607 0.0945
H 4.7429 3.8868 1.5009 0.0659
H 2.2042 -0.1448 3.7419 0.0992
H 0.2495 -2.6385 6.3703 0.1059
H -5.2019 -2.1317 0.5745 0.0576
H 5.1310 5.7518 -2.9831 0.1093
H -0.7365 0.8069 0.0432 0.1056
H -2.6160 3.8225 1.9370 0.1096
H 0.7456 -1.2273 0.2129 0.0919
H -5.6997 2.6799 -1.0629 0.0630
H -0.6440 -1.6487 8.5150 0.0748
H 0.0679 2.8353 -1.3664 0.0915
H 3.1596 -9.9675 1.4165 0.0690
H -2.0380 -2.5690 5.4477 0.1076
H -6.6524 -3.4251 2.1434 0.1062
H 2.0929 2.1242 -7.8691 0.0755
H 2.4452 3.2363 -0.7212 0.0680
H 1.0447 -7.2126 -1.7910 0.1160
H 4.5525 3.2945 -0.8636 0.0662
H -1.5606 -1.6718 4.0208 0.0812
H 0.2292 4.1212 2.2764 0.0565
H 0.4907 -3.9083 1.0332 0.0422
H 8.0257 3.3054 -3.8694 0.0808
H 4.2371 -1.2966 -0.6526 0.0934
H -1.9722 3.7498 -2.1201 0.0614
H -4.0789 2.7296 3.6843 0.0983
H -3.6373 4.7244 -4.1830 0.1162
H 4.1646 -4.1067 -2.4373 0.0710
H 5.5325 -2.3243 -1.4471 0.1259
H 6.2211 4.8842 1.1464 0.0793
H 0.4481 2.3061 -2.8817 0.0803
H 7.4801 -0.7833 0.0272 0.0772
H -8.0339 -2.5401 1.6273 0.1091
H 5.8283 4.7894 -5.1029 0.0848
H -1.7450 2.2984 1.7497 0.0767
H -8.2152 -7.1928 0.1609 0.0998
H -2.3849 -4.9755 3.6067 0.0805
H -3.2294 0.7198 4.8517 0.0775
H 6.8884 5.1271 -1.2507 0.1177
H 1.6171 4.4701 3.2803 0.0639
H 0.8946 -8.1786 0.6758 0.1233
H 0.0006 4.4235 3.9616 0.0616
H 2.1374 -4.5627 0.7241 0.0769
H 4.4398 5.0472 -0.7340 0.1117
H 3.9387 -1.7780 3.2459 0.0693
H 4.6305 4.1309 -3.1636 0.0682
H 2.1147 -2.1692 -3.4360 0.0758
H 1.3393 0.2171 -2.1838 0.0939
H -3.0996 9.2328 -2.3512 0.1018
H 2.9458 2.3059 3.2382 0.1054
H 3.0302 -2.1528 1.7816 0.0533
H -4.7335 9.2960 -2.7756 0.0912
H -1.4380 -4.6120 2.1809 0.0450
H 0.5573 -4.7994 -1.2313 0.0900
H 2.3609 2.5522 -4.6853 0.0689
H 3.5019 0.0933 0.8750 0.0678
H -5.9955 1.1921 -0.2115 0.0528
H -0.0297 -1.8746 -1.2034 0.1030
H -3.3943 0.3017 3.0979 0.0603
H 1.1071 -5.5480 1.6566 0.0748
H 2.3735 -2.4420 -1.8075 0.0882
H 0.8685 1.9668 -6.5723 0.0778
H -6.2688 -1.1289 1.4577 0.0683
H -5.4003 3.1431 1.8242 0.0977
H 2.0911 2.2500 1.7978 0.0886
H -1.6800 -0.1394 8.2838 0.0670
H -6.5595 -1.6270 -0.2821 0.0705
H 3.9614 -8.4350 1.3817 0.0613
H -4.8762 9.3197 -0.4077 0.0689
H 3.9983 1.8908 -4.2909 0.0520
H -4.8897 6.9978 -3.4641 0.1100
H -0.4117 -4.3316 4.6896 0.1101
H -2.4749 -3.4351 2.6606 0.0615
H 2.2286 3.9837 -2.3798 0.0754
H -0.0961 1.8128 3.2814 0.0598
H 2.2718 -7.2265 1.0770 0.0966
H 6.6972 3.4071 -1.6533 0.0971
H -0.8581 0.1667 5.9891 0.0796
H -6.6015 -4.7937 0.0533 0.1109
H -4.8206 3.9147 0.5219 0.0957
H 3.2209 -8.3976 -1.1685 0.1033
H -1.7079 3.3440 -3.6991 0.0605
H -9.5395 -4.5512 0.8272 0.0997
H 3.5750 -0.2637 -2.6046 0.0666
H -0.4134 -5.9425 -0.3087 0.1068
H 6.2519 3.1523 0.8614 0.0640
H -4.1254 7.6573 -0.4367 0.0544
H 1.1317 0.6674 -7.7008 0.0695
H -10.4723 -6.9478 1.4577 0.0720
H 6.5845 2.3931 -3.9222 0.0526
H -7.0824 2.5524 0.0762 0.0717
H -3.1263 2.2281 0.0051 0.0943
H 7.2568 0.8976 0.0529 0.0555
H -7.9188 -3.7318 -0.5740 0.1053
H 3.7852 2.8785 -5.7181 0.0802
H -2.0506 -1.4927 7.4583 0.0549
H 6.5249 0.0877 -2.1159 0.1051
H -1.8080 0.7693 3.6807 0.0388
H 2.3150 -6.3589 -1.2416 0.0875
H -2.3983 3.0822 4.0421 0.0946
H -5.7009 7.9547 -1.1690 0.0711
H 7.2093 2.9888 -5.4681 0.0736
H -10.5409 -7.8945 0.0329 0.0712
H -1.7000 -1.2002 1.2944 0.0634
H 6.0740 0.1002 0.8695 0.0481
H 2.6546 -4.4787 -3.2221 0.0668
H -8.4162 -5.3845 1.9158 0.1081
H -3.3455 5.7411 -1.7749 0.1035
H -2.3030 5.6866 -4.5360 0.1036
H 7.2277 5.3142 -4.3912 0.1095
H -3.8625 1.1251 1.1610 0.0929
H 0.8996 -1.6762 5.1315 0.0864
H 4.3300 0.5540 2.2731 0.0890
H 0.1002 -3.3123 3.3554 0.0915
H 3.9101 -3.6677 -4.1502 0.0729
H 4.5942 -1.1699 -3.5799 0.0944
H -2.3635 -1.6212 -0.2275 0.0764
H 2.9847 2.4847 -2.1344 0.0349
H 1.3895 -0.1997 2.2434 0.0925
H 4.5513 -9.7280 0.3541 0.0646
H 0.8429 2.0551 4.5709 0.0994
H 1.7708 0.7816 -0.6678 0.0967
H -8.9402 -6.1589 -1.0641 0.1019
H 4.8326 -1.9198 1.7311 0.0572
H -1.4026 -2.7362 0.6141 0.0440
H -1.1212 0.1762 -1.5324 0.1203
H -2.0679 6.7396 -2.3832 0.1183
H 5.1900 0.7075 -1.2484 0.0879
H -3.4604 7.7090 -4.1772 0.1039
```

Results
- Multiplicity: 2
- Kohn-Sham gap (spin up / spin down): 8.276 / 3.563 eV
- HOMO (spin up / spin down): -11.863 / -11.863 eV
- Net charge: +1
- Calculated total energy: -73084.521 eV


Density functional theory data (the ωB97M-V functional and the def2-TZVPD basis) for a structure of composition C14H41Ag2B2Br2NO5Pd2S3 at a distorted geometry.

Structure (XYZ):
```
72
Properties=species:S:1:pos:R:3:lowdin_charge:R:1
Ag 2.7259 1.1108 -2.9476 0.7967
Ag -1.6369 1.7741 -2.8402 0.8121
Pd 1.3206 2.6833 3.0570 1.0497
Pd 0.8702 2.7659 -0.5321 0.9503
Br 2.0241 -4.7906 3.6600 0.6013
Br 1.7104 -2.5973 6.4316 0.5899
S -4.7605 0.9295 -0.4522 0.9115
S -1.9677 3.9492 3.0583 0.9492
S 4.9583 -0.9572 -1.7026 0.9545
O 0.6073 0.7768 -1.5773 -0.3734
O 4.0456 -0.6307 -2.8905 -0.6612
O -0.4369 3.9580 2.9264 -0.6656
O -3.5335 1.4282 -1.2056 -0.6532
O 0.3100 1.3356 1.5169 -0.3620
N -2.9771 -4.0778 -2.1578 0.1380
C 5.9625 0.5473 -1.1921 -0.2048
C -2.6766 2.2335 3.3877 -0.1874
C 0.0173 -3.9457 -4.1949 -0.2465
C 0.4163 0.0123 0.9132 -0.2432
C -2.7476 4.3891 1.4918 -0.2225
C -4.0977 -0.5374 0.4321 -0.2386
C -0.6890 -3.0980 -3.1145 -0.1958
C -1.9613 -3.6470 -2.5537 -0.2059
C -5.5930 -0.2009 -1.6309 -0.2336
C -0.6711 -3.9292 -5.5786 -0.0975
C 1.4754 -2.0719 4.4980 -0.6490
C 0.0617 -0.0769 -0.6409 -0.3421
C 2.4291 -2.8672 3.5369 -0.6755
C 3.7017 -0.8004 -0.4059 -0.2751
B 3.2291 1.5031 3.4960 -0.3718
B -0.8239 3.8591 -1.4486 -0.4707
H -3.7449 2.2974 3.1806 0.0567
H -3.8073 -0.3653 1.4685 0.0388
H -0.9654 -2.1659 -3.6073 0.1002
H -2.4968 5.4044 1.1847 0.0764
H -1.0800 2.9281 -0.9670 -0.0729
H -2.3799 3.6914 0.7395 0.0248
H -6.0211 0.5980 -2.2363 0.0419
H 0.1976 -4.9835 -3.9148 0.1157
H -0.2014 3.5689 -2.2808 -0.0494
H 3.4010 -2.7166 4.0069 0.0458
H -1.6337 -4.4171 -5.4254 0.0745
H 3.1423 2.5504 3.7406 -0.0477
H 6.5483 0.2876 -0.3104 0.0685
H 4.1726 1.2180 3.9351 0.0035
H 0.5146 -2.3537 4.0672 0.0432
H 2.8471 -1.4593 -0.5600 0.0579
H -0.1420 -4.4622 -6.3685 0.0801
H 1.7506 -1.0256 4.3653 0.0159
H -3.1101 -0.8028 0.0548 0.0375
H 4.1034 -1.1152 0.5572 0.0662
H 3.1784 1.4251 2.4210 -0.0660
H -6.3618 -0.7881 -1.1287 0.0741
H -1.7263 4.3338 -1.8015 0.0137
H -3.8245 4.2927 1.6304 0.0709
H 3.4956 0.2657 -0.3102 0.0246
H -0.8761 -2.9245 -5.9483 0.0683
H -1.0263 -0.1250 -0.6851 0.0774
H -2.6410 2.0145 4.4548 0.0586
H -0.2822 4.5391 -0.8095 -0.0152
H -0.1198 -0.7700 1.4506 0.1166
H 2.4068 0.9599 3.9351 -0.0360
H 1.4440 -0.3252 1.0477 0.0702
H -2.1548 1.4337 2.8621 0.0381
H 1.0052 -3.5183 -4.3669 0.0985
H -4.7647 -1.3947 0.3410 0.0589
H -0.0138 -2.9007 -2.2819 0.0887
H 6.6264 0.6905 -2.0447 0.0573
H 0.3206 -1.0976 -0.9226 0.0964
H 5.4132 1.4628 -0.9723 0.0515
H 2.3979 -2.6146 2.4771 0.0291
H -4.8843 -0.6638 -2.3176 0.0692
```

Results
- Multiplicity: 5
- Kohn-Sham gap (spin up / spin down): 6.176 / 4.667 eV
- HOMO (spin up / spin down): -13.481 / -13.481 eV
- Net charge: +2
- Calculated total energy: -215781.331 eV


Density functional theory data (the ωB97M-V functional and the def2-TZVPD basis) for the molecule C26H26N4O3 at a distorted geometry.

Structure (XYZ):
```
59
Properties=species:S:1:pos:R:3:lowdin_charge:R:1
O 0.5332 1.4724 2.2743 0.0834
O 0.2443 1.8262 -1.3739 -0.1009
O 5.2173 5.0436 -0.1195 -0.0799
N -3.3443 -2.4251 -1.8338 -0.0952
N 1.5963 -0.0381 0.9357 0.1459
N -2.9700 -2.3496 3.6643 0.1746
N -2.5287 -3.7372 0.2619 -0.0740
C -1.3595 -2.1421 1.6875 -0.1635
C 0.7117 -2.0066 -0.1172 -0.0014
C 2.9643 4.5090 0.6539 -0.0071
C 2.0832 3.5240 1.0570 -0.0090
C -1.4209 -2.9547 0.5324 -0.1832
C -4.3981 -2.5993 -0.8604 -0.1278
C -0.3473 -1.1980 1.8597 0.0451
C 1.4336 1.1956 1.5108 -0.4268
C 4.8998 6.4145 -0.1666 -0.0855
C -0.6192 -0.0716 -2.6635 -0.0255
C -3.8555 -3.1856 0.4754 -0.1231
C 2.4621 2.1870 1.0946 -0.1546
C -0.6468 0.8056 -1.5890 -0.2838
C -2.5457 -4.5708 -0.9208 -0.1272
C -2.5514 -0.3844 -0.7128 -0.0109
C 4.6588 2.8279 0.3552 0.0028
C -2.2800 -2.2574 2.7501 -0.2106
C 0.6534 -1.0665 0.9119 -0.2271
C -0.2924 -2.9292 -0.2969 -0.0089
C -1.5303 -1.1101 -2.7390 -0.0302
C 1.2710 2.0206 -2.3099 -0.0891
C 4.2651 4.1676 0.2941 -0.2741
C 3.7698 1.8513 0.7460 -0.0290
C -1.6492 0.6533 -0.6346 0.0083
C -2.7971 -3.7178 -2.1981 -0.1322
C -2.4848 -1.3266 -1.7451 -0.2389
H -4.5109 -3.9851 0.8361 0.1266
H -3.8193 -2.4160 1.2410 0.0826
H 4.6228 6.7962 0.8210 0.0971
H 1.9033 1.1308 -2.4116 0.0925
H 5.8059 6.9145 -0.5046 0.0938
H 4.1157 0.8293 0.8132 0.1143
H 1.0738 3.7779 1.3409 0.1256
H -4.9048 -1.6495 -0.6933 0.1196
H -1.6171 -5.1363 -0.9952 0.1171
H 0.8748 2.2916 -3.2945 0.0971
H -1.4888 -1.7602 -3.6000 0.1098
H 5.6763 2.5836 0.0934 0.1190
H -3.5121 -4.2309 -2.8517 0.1205
H -3.3593 -5.2888 -0.7819 0.1226
H 2.6306 5.5342 0.6275 0.1056
H 1.5371 -1.9850 -0.8155 0.1208
H 1.8732 2.8422 -1.9236 0.0851
H -1.8709 -3.5797 -2.7507 0.0968
H -1.6846 1.3481 0.1893 0.1272
H 0.1058 0.0359 -3.4557 0.1039
H -5.1227 -3.2897 -1.3048 0.1208
H -0.2106 -3.6035 -1.1328 0.1068
H 4.0902 6.6156 -0.8754 0.0958
H -3.2964 -0.4609 0.0622 0.1101
H -0.3722 -0.5511 2.7206 0.1219
H 2.3076 -0.1088 0.2220 0.1266
```

Results
- Energy relative to the best compared isomer or geometry (same formula, charge and spin): 307.5 kJ/mol
- Kohn-Sham gap: 7.889 eV
- HOMO: -7.383 eV
- Calculated total energy: -39486.274 eV
- SMILES: COc1ccc(C(=O)Nc2ccc(N3CCN(c4ccc(OC)cc4)CC3)c(C#N)c2)cc1